76
Properties=species:S:1:pos:R:3:forces:R:3 method="wB97M-V/def2-TZVPD" spin_multiplicity=3 s2=2.018 gap_ev="6.40 / 6.68" total_energy_ev=-113433.2834 homo_ev="-7.934 / -8.331"
V -0.12714 0.42667 0.40981 0.579 -0.511 -0.004
O 3.01597 -0.16320 2.90768 0.016 -0.100 -0.077
C 1.96581 0.56755 2.35689 -0.103 0.209 0.061
O 1.68300 0.25301 1.08548 -0.221 -0.127 0.093
C 0.75674 0.34364 3.24398 -0.151 -0.075 -0.271
C 0.70292 0.18451 4.62376 -0.007 0.011 0.070
C -0.53454 -0.01471 5.20617 -0.002 -0.009 0.071
C -1.69387 -0.04035 4.42613 -0.081 -0.008 0.098
C -1.54391 0.12519 3.06870 0.159 0.001 0.032
N -0.34569 0.28654 2.52027 0.061 0.252 0.115
C -2.56591 0.13708 1.98550 -0.064 0.084 -0.192
O -3.85254 0.05899 2.25069 -0.030 -0.014 0.048
O -2.19088 0.22658 0.82847 -0.171 -0.144 0.088
H 3.72724 -0.16413 2.25478 0.053 0.036 0.012
H 1.61257 0.20120 5.20756 -0.011 0.011 -0.011
H -0.60939 -0.15671 6.27605 -0.008 0.001 -0.007
H -2.65885 -0.19861 4.89168 0.017 0.007 -0.008
H -4.01645 0.03384 3.20200 -0.020 -0.007 0.023
S -0.28093 2.77837 0.49544 0.004 0.081 0.120
C 1.38775 3.11283 0.03646 0.024 -0.054 -0.058
C 1.63326 3.56618 -1.26250 -0.037 -0.007 0.003
C 2.91464 3.84595 -1.70595 0.024 0.030 -0.150
C 3.11306 4.30176 -3.05936 -0.005 -0.006 0.095
N 3.26051 4.67176 -4.13691 -0.015 -0.030 0.042
C 4.00420 3.67493 -0.84447 0.137 -0.002 -0.008
C 3.77453 3.22429 0.44749 0.001 -0.003 0.019
C 2.48832 2.94409 0.89627 -0.071 0.050 -0.031
S 2.31372 2.43732 2.57972 0.089 -0.072 -0.051
C 5.35026 3.94646 -1.27510 -0.106 0.039 0.018
N 6.42922 4.16953 -1.60179 -0.029 -0.040 0.023
H 0.79914 3.68706 -1.93909 -0.010 0.002 0.000
H 4.61130 3.09077 1.11949 -0.007 -0.005 -0.005
C 0.40849 -2.94240 2.23491 -0.007 -0.007 0.039
C -0.33829 -3.14197 0.92298 0.073 0.046 0.096
C 0.21582 -4.37303 0.21363 0.011 0.013 -0.011
C -1.83287 -3.30176 1.16142 -0.004 0.011 -0.021
O -0.11622 -1.94056 0.12504 -0.072 0.254 -0.219
Si -0.09477 -1.86507 -1.55663 -0.026 0.061 -0.108
S 0.01611 0.19264 -1.89566 0.001 0.034 0.000
O 1.11163 -2.73096 -2.22392 0.029 -0.008 0.057
C 2.53412 -2.52112 -2.35147 -0.021 0.007 -0.020
C 3.10156 -1.89193 -1.08627 0.016 -0.013 0.014
C 2.78573 -1.63204 -3.56142 -0.015 0.019 -0.011
C 3.12776 -3.90393 -2.57490 0.000 -0.041 0.000
O -1.48507 -2.58837 -2.00888 0.034 -0.041 0.005
C -1.92818 -3.01562 -3.31266 0.019 0.027 -0.004
C -1.45653 -2.04016 -4.38486 0.014 0.003 0.008
C -1.38424 -4.41445 -3.57204 0.011 -0.021 -0.009
C -3.44677 -3.03288 -3.24182 -0.036 0.015 0.024
H 0.46426 -3.88989 2.77302 -0.001 0.007 0.012
H -0.10312 -2.22702 2.88135 0.030 -0.016 -0.036
H 1.42205 -2.58480 2.04655 -0.021 0.001 0.009
H 0.03479 -5.24603 0.84272 0.004 -0.003 -0.009
H 1.29010 -4.27901 0.05291 -0.030 -0.001 0.003
H -0.26703 -4.53853 -0.74938 0.009 0.018 0.022
H -2.01645 -4.17865 1.78557 -0.001 0.003 -0.016
H -2.36104 -3.41471 0.21549 0.000 0.007 0.003
H -2.23484 -2.42997 1.68043 0.003 -0.011 0.000
H 2.68826 -0.89816 -0.91602 -0.012 0.022 0.001
H 4.18675 -1.80315 -1.17684 -0.026 -0.003 0.007
H 2.87825 -2.50959 -0.21256 0.006 0.010 -0.021
H 2.32570 -0.65348 -3.42058 0.010 -0.012 -0.006
H 2.36688 -2.09274 -4.45870 0.008 0.015 0.020
H 3.85813 -1.49339 -3.71251 -0.019 -0.006 0.000
H 2.94285 -4.54465 -1.71029 0.004 0.010 -0.025
H 4.20567 -3.83438 -2.73209 -0.020 -0.003 0.004
H 2.67588 -4.36842 -3.45314 0.015 0.006 0.019
H -0.36588 -2.03136 -4.45213 -0.024 0.004 0.004
H -1.79911 -1.02891 -4.16029 0.005 -0.022 -0.006
H -1.85452 -2.33613 -5.35731 0.014 0.003 0.015
H -0.29353 -4.40520 -3.56326 -0.028 -0.002 0.001
H -1.72668 -4.77820 -4.54314 0.011 0.002 0.020
H -1.73790 -5.10509 -2.80295 0.012 0.015 -0.012
H -3.82310 -2.03058 -3.03076 0.002 -0.026 -0.005
H -3.77684 -3.70380 -2.44625 0.000 0.016 -0.017
H -3.87125 -3.37697 -4.18668 0.007 0.005 0.016